The following is a DFT calculation (wB97M-V/def2-TZVPD) of a molecular structure, C11H10ClNNd in a non-equilibrium geometry.

Element x y z (Å)
C: 0.87 -1.98 2.72
C: 0.93 -2.10 1.25
C: -0.39 -2.12 0.76
H: 1.85 -2.13 0.71
C: -1.29 -1.99 1.87
C: -0.50 -1.94 3.08
H: -0.91 -2.08 4.03
H: 1.71 -1.99 3.37
H: -0.67 -2.11 -0.23
H: -2.35 -1.94 1.87
Nd: -0.02 0.14 1.59
Cl: 1.07 1.82 3.43
C: 0.11 2.91 -2.84
C: -1.12 2.28 -3.18
C: -0.81 1.05 -3.83
H: -2.11 2.67 -3.00
C: 0.61 0.92 -3.89
C: 1.18 2.08 -3.28
H: 2.23 2.29 -3.18
H: 0.21 3.88 -2.35
H: -1.52 0.34 -4.23
H: 1.16 0.11 -4.34
N: -0.11 -0.10 5.44
C: -0.11 0.00 4.22

Output
Charge: -1
Orbital gap (spin up / spin down), eV: 4.64 / 4.75
Multiplicity: 4



The following is a DFT calculation (wB97M-V/def2-TZVPD) of 5 unconnected molecules or ions with the total composition C7H20O4 in a non-equilibrium geometry.

Element x y z (Å)
C: -0.79 -2.64 1.72
C: -0.54 -1.64 2.88
C: -0.38 -0.25 2.34
C: -1.28 0.74 2.39
C: -1.31 1.85 1.41
C: -1.64 1.59 0.14
C: -1.72 2.70 -0.86
H: -0.14 -3.51 1.68
H: -1.78 -3.06 1.82
H: -0.72 -2.10 0.79
H: 0.36 -1.94 3.41
H: -1.38 -1.64 3.58
H: 0.57 -0.02 1.88
H: -2.06 0.72 3.15
H: -0.89 2.81 1.68
H: -1.74 0.55 -0.15
H: -1.40 2.32 -1.83
H: -1.12 3.60 -0.72
H: -2.73 3.12 -0.95
H: 1.36 3.39 -2.16
H: 0.28 3.95 -2.97
O: 0.76 4.15 -2.15
H: 1.15 1.04 -3.17
H: 2.74 1.39 -3.53
O: 1.82 1.66 -3.47
H: 0.57 -4.55 -1.58
H: 1.62 -3.73 -0.92
O: 0.81 -4.22 -0.70
H: 3.70 -2.60 -0.83
H: 2.86 -1.80 -1.91
O: 3.05 -1.90 -0.98

Output
SMILES string: C/C=C/C=C/CC.O.O.O.O
Orbital gap, eV: 8.51



The following is a DFT calculation (wB97M-V/def2-TZVPD) of a single B3Cl3H3N3 molecule in a non-equilibrium geometry.

Element x y z (Å)
Cl: -0.40 2.70 1.72
Cl: 1.24 0.39 -2.92
Cl: -2.02 -2.19 0.91
B: -0.03 1.13 0.81
B: 0.77 -0.01 -1.27
B: -0.52 -1.15 0.42
N: 0.65 1.15 -0.43
N: -0.34 -0.09 1.38
N: 0.04 -1.25 -0.95
H: 1.61 1.54 -0.33
H: -0.82 -0.21 2.30
H: -0.17 -2.01 -1.64

Output
SMILES string: ClB1NB(Cl)NB(Cl)N1
Orbital gap, eV: 10.76



In the order shown, the computed calculated total energy values come out to -40856.0638; -15771.3100; -44124.8664 eV.
In the order shown, the computed relative energy (zero: lowest compared OMol25 entry of this formula, charge and spin) values come out to 497.8; 181.7; 116.9 kJ/mol.